(1)
ORCA calculation (wB97M-V/def2-TZVPD) on a single C8H8O molecule in a non-equilibrium geometry.

The geometry in XYZ format:
```
17
Properties=species:S:1:pos:R:3:forces:R:3:mulliken_charge:R:1
O -0.275728 -2.881479 -1.031788 -0.88 0.21 -0.32 -0.489
C -0.963547 -1.891686 -0.918095 1.90 0.45 0.87 -0.157
C -0.409653 -0.600280 -0.337886 0.82 0.02 2.76 0.515
C 0.605505 -0.782655 0.649475 -1.24 -2.11 -1.55 -0.243
C 1.204025 0.165015 1.655864 0.25 1.93 -0.08 -0.388
C 1.445284 1.516767 0.676834 -2.37 -2.57 1.60 -0.483
C 0.486982 2.204682 0.004527 -0.71 -2.22 1.21 -0.313
C -0.919531 1.933473 -0.347717 0.00 -2.18 1.48 -0.525
C -1.268530 0.582124 -0.509213 0.10 1.95 0.03 -0.234
H -2.037885 -1.853083 -1.115343 -0.34 -0.22 -0.39 0.274
H 1.019610 -1.889384 0.676260 -0.81 2.38 -0.22 0.240
H 2.291746 -0.294286 1.930763 -2.78 1.39 -0.24 0.251
H 0.519031 0.460195 2.697572 1.95 -1.06 -3.18 0.243
H 2.481012 1.617269 0.563855 1.24 1.07 -0.26 0.331
H 0.738471 3.059155 -0.478196 1.59 2.62 -1.37 0.446
H -1.610761 2.847995 -0.396849 0.94 -1.85 -0.40 0.323
H -2.278615 0.339330 -0.866485 0.33 0.20 0.04 0.209
```
Forces are in eV/Å.

LUMO energy, eV: -0.10
SMILES: O=CC1=CCC=CC=C1
Energy relative to the best compared isomer or geometry (same formula, charge and spin), kcal/mol: 68.32
HOMO, eV: -8.63

***

(2)
ORCA calculation (wB97M-V/def2-TZVPD) on a single C8H8O2 molecule in a non-equilibrium geometry.

The geometry in XYZ format:
```
18
Properties=species:S:1:pos:R:3:forces:R:3:mulliken_charge:R:1
C 2.796046 0.430853 -0.576486 5.79 3.72 -4.92 -0.577
C 1.762629 -0.019211 -0.019892 -5.42 -1.22 2.97 0.479
C 1.591544 -1.442270 0.571639 -11.12 5.95 0.15 -1.818
C 0.593092 0.987205 0.120619 0.81 -3.27 -0.50 0.331
O 0.806565 2.137573 0.194313 0.67 3.55 0.39 -0.524
C -0.784744 0.542639 0.100406 -2.30 0.66 -0.43 0.213
C -1.941816 1.262894 0.193324 -2.15 1.48 0.78 -0.148
C -3.106294 0.397181 -0.052720 1.77 0.08 0.89 -0.370
C -2.502298 -0.801630 -0.313131 -1.63 -2.44 -1.52 -0.261
O -1.117288 -0.702726 -0.276279 -1.60 -1.92 -0.26 -0.252
H 3.712954 -0.191503 -0.746658 -0.89 0.54 0.36 0.286
H 2.918257 1.558929 -1.216504 -0.77 -3.47 2.46 0.171
H 1.175615 -2.056113 -0.187117 -1.28 -0.63 -0.22 0.320
H 2.409544 -1.745782 0.654727 12.87 -4.77 1.63 0.931
H 1.123199 -1.488041 1.639579 0.28 0.16 -2.26 0.256
H -2.181663 2.323250 0.463443 1.15 -1.11 -0.27 0.367
H -4.173871 0.662921 0.167084 1.38 -0.49 -0.69 0.345
H -3.081477 -1.856165 -0.716348 2.45 3.17 1.44 0.252
```
Forces are in eV/Å.

LUMO energy, eV: 0.34
SMILES: C=C(C)C(=O)c1ccco1
Energy relative to the best compared isomer or geometry (same formula, charge and spin), kcal/mol: 80.99
HOMO, eV: -9.17

***

(3)
ORCA calculation (wB97M-V/def2-TZVPD) on a single C8H8O2Si molecule in a non-equilibrium geometry.

The geometry in XYZ format:
```
19
Properties=species:S:1:pos:R:3:forces:R:3:mulliken_charge:R:1
C 2.924087 0.863427 1.300768 -0.48 0.57 1.33 -0.706
C 2.343032 1.250301 2.474848 -0.90 -0.84 -0.96 -0.223
O 1.040607 0.835660 2.486180 0.65 1.27 2.29 -0.304
C 0.743502 0.221954 1.351098 2.20 -0.29 -1.24 -0.052
Si -1.017396 -0.141208 1.093894 -3.18 2.08 0.69 0.190
C -1.426261 -0.167825 -0.695569 0.43 -0.09 0.02 0.410
C -0.913453 -1.267080 -1.337821 -1.53 0.25 0.66 -0.353
C -1.414538 -1.189087 -2.645654 -1.45 1.31 -1.25 -0.410
C -2.162036 0.009782 -2.738514 1.29 -2.38 -0.51 -0.387
O -2.186792 0.662382 -1.541218 1.45 -1.77 0.12 -0.344
C 1.912130 0.193617 0.587259 -1.87 -0.07 -0.36 0.015
H 3.926567 1.157502 1.093686 0.43 -0.26 -0.61 0.378
H 2.670689 1.824370 3.309443 0.10 0.11 0.39 0.464
H -2.012145 0.885153 1.755104 1.36 -0.25 -0.48 -0.150
H -1.722943 -1.238031 1.744498 0.62 -0.98 0.02 -0.128
H -0.563329 -2.161634 -0.790531 0.26 0.79 -0.62 0.359
H -1.350152 -1.998630 -3.371538 0.01 0.63 -0.12 0.340
H -2.656736 0.385176 -3.645443 0.11 0.22 1.01 0.398
H 1.865166 -0.125831 -0.430491 0.48 -0.31 -0.38 0.501
```
Forces are in eV/Å.

LUMO energy, eV: 0.90
SMILES: c1coc([SiH2]c2ccco2)c1
Energy relative to the best compared isomer or geometry (same formula, charge and spin), kcal/mol: 15.74
HOMO, eV: -8.73

***

(4)
ORCA calculation (wB97M-V/def2-TZVPD) on a single C8H8O3 molecule in a non-equilibrium geometry.

The geometry in XYZ format:
```
19
Properties=species:S:1:pos:R:3:forces:R:3:mulliken_charge:R:1
C -2.602627 -1.358171 -0.168189 0.01 -0.94 -1.78 -0.701
O -1.603995 -0.522308 0.386352 0.90 -0.23 -0.35 -0.346
C -0.412135 -0.423405 -0.252183 -0.33 0.61 0.00 1.082
C -0.245550 -1.104352 -1.575663 0.47 0.97 -0.52 -1.486
C 0.551604 0.354433 0.323235 0.05 -0.87 -0.24 -0.245
C 1.919570 0.677713 -0.217449 0.29 0.01 -1.49 0.552
O 2.523150 0.308341 -1.233597 -1.31 0.16 1.61 -0.622
C 2.482685 1.722094 0.687492 -0.33 0.35 1.32 -0.505
C 1.617945 1.953302 1.702680 0.60 0.29 0.81 -0.465
C 0.389881 1.089614 1.600440 -0.77 0.58 -0.60 0.550
O -0.582187 1.144331 2.337576 1.18 -0.15 -0.38 -0.588
H -2.351929 -2.458864 -0.147068 0.14 1.13 -0.06 0.281
H -3.481001 -1.255297 0.433230 -0.42 0.38 0.34 0.269
H -2.830195 -1.061867 -1.245741 0.12 -0.41 1.46 0.271
H -1.075538 -0.932962 -2.282358 0.25 -0.12 0.53 0.394
H -0.121906 -2.146853 -1.389188 -0.14 -1.00 -0.04 0.389
H 0.677681 -0.770814 -2.073685 -0.29 0.00 0.41 0.362
H 3.476566 2.166584 0.513212 -0.75 -0.26 0.10 0.424
H 1.667983 2.618481 2.600904 0.32 -0.49 -1.13 0.385
```
Forces are in eV/Å.

LUMO energy, eV: -0.27
SMILES: COC(C)=C1C(=O)C=CC1=O
Energy relative to the best compared isomer or geometry (same formula, charge and spin), kcal/mol: 51.60
HOMO, eV: -9.30

***

(5)
ORCA calculation (wB97M-V/def2-TZVPD) on a single C8H8O3S molecule in a non-equilibrium geometry.

The geometry in XYZ format:
```
20
Properties=species:S:1:pos:R:3:forces:R:3:mulliken_charge:R:1
O 1.277883 0.778386 -2.718893 -0.92 0.32 1.26 -0.648
S 0.379647 1.330765 -1.691404 3.80 -2.16 1.53 0.952
O -0.321020 2.512141 -1.964806 -1.98 2.40 -0.65 -0.644
C -0.613416 0.043321 -1.023956 -0.64 -0.07 0.41 0.390
C -1.669660 0.490630 -0.217280 0.84 -4.08 0.14 -0.561
C -2.356259 -0.487722 0.534031 -0.14 -0.23 -1.45 -0.477
C -1.903032 -1.792109 0.575714 1.32 -1.38 1.44 -0.307
C -0.694186 -2.136951 -0.067750 -0.59 1.29 -1.08 -0.504
C -0.146552 -1.295431 -1.038191 -2.78 2.35 2.38 -0.614
C 1.437693 1.857980 0.163263 -0.44 -2.35 -3.48 -0.195
C 2.720707 1.186012 0.010688 1.85 -0.07 -0.32 -0.217
O 1.752534 0.817756 0.969316 -1.58 -1.02 0.59 -0.341
H -1.918733 1.471561 -0.146400 -0.79 2.76 -0.09 0.548
H -3.353232 -0.349188 0.886067 -0.32 0.74 0.73 0.376
H -2.354240 -2.568639 1.290878 0.50 1.39 -1.29 0.276
H -0.114222 -2.982421 0.139733 0.04 -1.71 0.24 0.413
H 0.543949 -1.506394 -1.757945 2.21 -0.98 -1.32 0.639
H 0.857136 2.687192 0.429262 0.04 1.51 0.67 0.472
H 2.831262 0.497932 -0.880390 -0.09 0.88 1.09 0.177
H 3.641745 1.450026 0.553703 -0.33 0.42 -0.79 0.268
```
Forces are in eV/Å.

LUMO energy, eV: 0.32
SMILES: O=S(=O)(c1ccccc1)[C@@H]1CO1
Energy relative to the best compared isomer or geometry (same formula, charge and spin), kcal/mol: 88.34
HOMO, eV: -9.08

***

(6)
ORCA calculation (wB97M-V/def2-TZVPD) on a molecular structure, C8H8O4 in a non-equilibrium geometry.

The geometry in XYZ format:
```
20
Properties=species:S:1:pos:R:3:forces:R:3:mulliken_charge:R:1
C 2.068677 -2.978374 0.780230 0.21 -1.54 -0.61 -0.568
C 1.187731 -0.738085 -0.052403 -0.80 -1.73 0.43 0.852
C -0.050574 0.041425 -0.463373 3.05 -1.46 0.21 0.140
C -1.209118 -0.601412 -0.862041 -3.48 0.90 -0.42 -0.759
C -2.288691 0.316874 -0.955977 -1.68 -0.76 -0.93 -0.216
C -2.186413 1.753045 -0.716823 -6.80 -2.87 -0.28 -0.537
C -1.097308 2.317467 -0.340006 5.66 -6.27 -0.47 0.459
C 0.063218 1.412079 -0.244475 -0.30 0.33 1.10 0.556
H 2.230646 -2.175810 1.837381 0.42 -2.83 -3.73 0.247
H 1.585840 -4.199419 1.259724 0.55 4.35 -1.73 0.255
H 2.938196 -3.598703 -0.218878 -1.89 2.54 3.81 0.253
H -1.383978 -1.723103 -0.970026 0.62 1.89 0.13 0.341
H -3.378409 -0.029422 -1.216847 2.38 0.43 0.54 0.230
H -3.175300 2.345131 -0.406586 2.06 -1.35 -1.36 0.215
H -0.464589 3.684035 0.817121 2.26 -0.07 1.57 0.321
H 1.759462 1.158268 0.892515 -2.05 1.41 -2.39 0.422
O 1.213492 -2.134674 -0.213606 -0.27 0.09 1.60 -0.358
O 2.118723 -0.209696 0.522751 0.94 -0.41 0.62 -0.654
O -1.043636 3.436508 0.149456 -2.13 7.32 0.57 -0.478
O 1.112033 1.923866 0.401862 1.26 0.04 1.32 -0.721
```
Forces are in eV/Å.

LUMO energy, eV: 0.37
Energy relative to the best compared isomer or geometry (same formula, charge and spin), kcal/mol: 147.00
HOMO, eV: -8.05

***

(7)
ORCA calculation (wB97M-V/def2-TZVPD) on a single C8H8O5 molecule.

The geometry in XYZ format:
```
21
Properties=species:S:1:pos:R:3:forces:R:3:mulliken_charge:R:1
O 2.996439 -1.750629 -0.769840 -0.13 -0.06 0.01 -0.519
C 2.350161 -0.997970 -0.109330 0.08 -0.04 0.01 0.441
O 2.206162 -1.184927 1.256305 -0.14 0.27 -0.05 -0.497
C 1.712490 0.253392 -0.681467 0.13 0.01 0.04 -0.566
C 1.078129 1.243904 0.284804 0.16 0.00 0.12 -0.649
C -0.161409 0.798032 1.079729 -0.17 0.10 -0.02 -0.759
C -1.223835 0.160049 0.249947 -0.04 0.06 0.09 0.586
C -1.266671 -0.969870 -0.447893 0.07 -0.11 -0.04 -0.219
C -2.535683 -1.014700 -1.216063 0.14 0.33 -0.01 0.239
O -2.899370 -1.767319 -2.053657 -0.10 -0.26 -0.05 -0.479
O -3.282006 0.100271 -0.851926 -0.12 -0.06 0.12 -0.330
C -2.581092 0.791577 0.108010 -0.04 -0.07 0.11 0.222
O -3.053294 1.674646 0.748856 0.13 0.10 -0.22 -0.504
H 1.473419 -1.780451 1.445608 0.10 -0.22 0.02 0.339
H 2.522560 0.750917 -1.219507 -0.06 0.01 -0.06 0.385
H 1.015079 -0.078016 -1.454409 0.02 0.02 0.01 0.381
H 0.824337 2.146371 -0.275097 -0.02 -0.05 -0.06 0.447
H 1.835940 1.539459 1.012492 -0.06 0.06 0.02 0.286
H -0.606400 1.692949 1.516407 0.02 -0.06 0.15 0.338
H 0.123907 0.145984 1.905495 0.02 -0.05 -0.08 0.359
H -0.528863 -1.753667 -0.528464 -0.01 0.01 -0.12 0.497
```
Forces are in eV/Å.

LUMO energy, eV: -1.06
SMILES: O=C(O)CCCC1=CC(=O)OC1=O
Energy relative to the best compared isomer or geometry (same formula, charge and spin), kcal/mol: 0.00
HOMO, eV: -11.03

***

(8)
ORCA calculation (wB97M-V/def2-TZVPD) on 2 unconnected molecules or ions with the total composition C8H9Br2NO2 in a non-equilibrium geometry.

The geometry in XYZ format:
```
22
Properties=species:S:1:pos:R:3:forces:R:3:mulliken_charge:R:1
Br 0.524825 5.062272 0.642140 -0.31 -0.74 -0.46 0.011
C 0.030381 3.767804 -0.748335 -0.15 -0.13 -0.06 -0.684
C -0.781543 4.660067 -1.707510 -0.30 0.73 -0.13 -0.541
Br -1.248949 3.534887 -3.307084 0.44 0.25 0.45 0.363
H -0.554490 2.915613 -0.402249 0.04 0.26 0.47 0.422
H 0.941977 3.367756 -1.192241 -0.01 0.33 0.01 0.443
H -0.222407 5.549658 -1.997493 0.18 -0.43 -0.63 0.481
H -1.765709 5.008579 -1.394367 0.14 -0.49 0.45 0.471
C 0.332438 -4.242762 1.102399 -1.63 -1.55 0.32 -0.190
C -0.715912 -3.831784 0.300691 0.48 2.82 -0.87 -0.599
C -0.761062 -2.443768 -0.073421 0.17 -0.41 0.52 -0.197
C 0.188005 -1.555741 0.481780 0.11 -1.72 0.37 -0.051
C 1.166588 -2.068025 1.330609 1.12 -0.22 1.00 0.091
C 1.265957 -3.437238 1.681806 -0.73 1.45 -0.98 -0.733
N 0.196372 -0.087190 0.251016 -2.98 -0.88 -2.55 1.041
O -0.692300 0.369579 -0.540718 1.55 -0.83 1.42 -0.633
O 1.009893 0.591295 0.771678 1.15 0.93 0.81 -0.582
H 0.233941 -5.273396 1.409794 0.53 -0.27 0.01 0.323
H -1.443274 -4.564552 -0.016169 -0.11 0.28 -0.24 0.377
H -1.493267 -1.999914 -0.731650 -0.26 -0.32 -0.02 0.414
H 1.873295 -1.374695 1.762186 0.03 0.10 0.04 0.408
H 1.915241 -3.948446 2.377140 0.54 0.84 0.06 0.367
```
Forces are in eV/Å.

2S+1: 2
LUMO energy (alpha / beta), eV: -4.34 / -10.00
<S²>: 0.76
Charge: +1
HOMO (alpha / beta), eV: -12.19 / -12.19

***

(9)
ORCA calculation (wB97M-V/def2-TZVPD) on 2 unconnected molecules or ions with the total composition C8H9BrOSi in a non-equilibrium geometry.

The geometry in XYZ format:
```
20
Properties=species:S:1:pos:R:3:forces:R:3:mulliken_charge:R:1
C -2.496024 -1.892533 -0.812010 -0.40 -0.81 0.95 -0.303
C -2.071148 -1.541031 0.465818 0.19 0.85 0.21 -0.748
C -1.691998 -1.882298 -1.905514 1.86 1.37 -0.06 -0.456
C -0.788787 -0.990282 0.583518 -1.47 -0.09 -0.96 -0.021
C -0.367266 -1.410128 -1.766445 -0.79 0.56 0.02 -0.450
C -0.028845 -0.846575 -0.553898 0.13 -1.14 0.09 0.570
C 1.190628 3.263322 0.468175 0.46 -0.88 0.80 -0.525
C 2.071568 2.355326 0.923419 -1.21 1.05 0.15 -0.231
O 1.214288 -0.266538 -0.439285 -0.37 -0.05 -0.17 -0.016
Si 2.142683 0.568841 0.536686 1.84 0.31 0.89 0.253
Br 1.491611 0.224010 3.716046 0.45 -0.01 -2.08 -0.545
H -3.446804 -2.322648 -1.013010 -1.02 0.07 0.41 0.366
H -2.784551 -1.520011 1.306061 0.63 -0.29 -0.42 0.336
H -2.196636 -1.985502 -2.836491 0.32 -0.72 -0.86 0.348
H -0.369996 -0.554286 1.439287 0.10 0.27 1.62 0.254
H 0.390868 -1.328094 -2.520390 -0.14 -0.12 -0.68 0.401
H 1.237810 4.279044 0.893388 -0.35 -0.52 -0.63 0.234
H 0.389967 2.892865 -0.135818 -0.49 0.60 -0.70 0.256
H 2.621080 2.792099 1.737977 1.04 -0.65 0.22 0.313
H 3.491554 0.164420 -0.087512 -0.78 0.18 1.18 -0.036
```
Forces are in eV/Å.

LUMO energy (alpha / beta), eV: -1.46 / -1.46
Energy relative to the best compared isomer or geometry (same formula, charge and spin), kcal/mol: 13.35
HOMO (alpha / beta), eV: -8.94 / -8.94

***

(10)
ORCA calculation (wB97M-V/def2-TZVPD) on 2 unconnected molecules or ions with the total composition C8H9ClN2O2S in a non-equilibrium geometry.

The geometry in XYZ format:
```
23
Properties=species:S:1:pos:R:3:forces:R:3:mulliken_charge:R:1
C 2.635458 -0.265098 1.827398 0.99 0.56 0.68 -0.465
C 1.373330 -0.792209 1.665081 -0.44 -1.62 2.72 -0.231
C 3.145815 0.511948 0.819036 -2.17 0.83 -2.29 -0.446
C 0.568605 -0.531065 0.585970 -1.96 -1.17 0.43 -0.070
C 2.346638 0.814787 -0.364319 2.34 -0.84 -0.02 -0.623
C 1.062681 0.247188 -0.413286 0.71 1.79 -1.66 0.751
C -4.674151 1.734707 -0.994798 -0.88 2.54 -0.37 0.453
C -0.805706 2.110687 -0.830607 -0.47 0.72 -0.24 -0.281
N -3.390749 -0.230757 -0.337090 2.79 2.46 -1.63 -0.235
N -4.217174 0.664124 -1.007851 0.96 -3.47 0.33 -0.121
O -5.188398 2.769627 -1.210946 -0.17 0.29 0.24 -0.501
O -0.926629 -0.466035 -2.082703 0.50 -0.15 1.00 -0.662
S 0.028715 1.044775 -1.678435 -0.08 -1.23 0.17 0.043
Cl -1.624677 1.959962 0.695294 0.68 0.23 -0.28 -0.133
H 3.250850 -0.348743 2.772793 -1.04 -0.26 -1.19 0.304
H 1.028613 -1.407130 2.550654 -0.05 0.66 -1.39 0.267
H 4.036302 1.038718 0.976251 1.42 0.42 -0.14 0.408
H -0.487901 -0.926726 0.539981 1.43 0.51 0.05 0.199
H 2.896913 1.304762 -1.303738 -1.72 -0.73 2.36 0.212
H -1.135854 2.916579 -1.472087 -0.23 0.14 0.26 0.415
H -2.539106 -0.374446 -0.964874 -1.52 -0.28 1.15 0.198
H -3.837195 -1.028972 -0.033347 -1.37 -1.93 0.13 0.252
H -1.277749 -0.554946 -2.973385 0.24 0.53 -0.34 0.266
```
Forces are in eV/Å.

LUMO energy, eV: 0.33
Energy relative to the best compared isomer or geometry (same formula, charge and spin), kcal/mol: 37.05
HOMO, eV: -8.43